# 1
Density functional theory data (ωB97M-V/def2-TZVPD) for a cluster of 2 separate species, C8H14IN in total in a non-equilibrium geometry.

Structure (XYZ):
```
24
Properties=species:S:1:pos:R:3
C -1.42 1.26 -0.99
C 0.77 -1.55 -1.78
C 0.34 -2.87 0.38
C 0.50 2.61 -0.01
C -1.49 1.85 1.45
C 0.14 -1.50 -0.37
C 0.59 -0.45 0.54
C -0.74 1.64 0.14
N -1.75 0.84 -1.99
I 2.71 0.02 0.68
H 1.69 -2.14 -1.76
H 0.86 -0.53 -2.22
H 0.08 -2.26 -2.37
H -0.36 -3.68 0.10
H 1.41 -3.17 0.37
H 0.15 -2.66 1.42
H 1.31 2.22 -0.71
H 0.98 2.72 0.93
H 0.10 3.59 -0.29
H -1.41 2.97 1.69
H -1.10 1.14 2.26
H -2.61 1.82 1.38
H -0.93 -1.39 -0.47
H 0.18 -0.51 1.62
```

max |F|: 0.074 Eh/bohr
gap between HOMO and LUMO (alpha / beta): 7.57 / 7.85 eV
multiplicity: 3
total charge: 0
E_LUMO (alpha / beta): 0.4 / -1.8 eV

# 2
Density functional theory data (ωB97M-V/def2-TZVPD) for the molecule C5H6O.

Structure (XYZ):
```
12
Properties=species:S:1:pos:R:3
C 1.87 -1.66 -0.67
C 0.97 -0.84 0.13
C 0.25 -0.01 0.63
C -0.52 1.21 0.76
O -0.02 2.24 1.17
C -1.95 1.14 0.26
H 1.33 -2.46 -1.19
H 2.28 -0.96 -1.41
H 2.71 -2.08 -0.12
H -2.16 0.21 -0.28
H -2.63 1.22 1.12
H -2.13 2.00 -0.40
```

max |F|: 0.012 Eh/bohr
energy above the lowest of the compared OMol25 structures with the same formula, charge and spin: 37.1 kcal per mole
gap between HOMO and LUMO: 10.62 eV
structure (SMILES): CC#CC(C)=O
total charge: 0
E_LUMO: 0.6 eV

# 3
Density functional theory data (ωB97M-V/def2-TZVPD) for the molecule C18H20ClN3O in a non-equilibrium geometry.

Structure (XYZ):
```
43
Properties=species:S:1:pos:R:3
Cl -2.66 -1.57 1.95
C -3.88 -1.45 0.74
C -4.44 -2.61 0.24
C -5.43 -2.53 -0.72
C -5.86 -1.30 -1.18
C -5.28 -0.14 -0.68
C -4.29 -0.19 0.29
C -3.66 1.06 0.83
N -2.24 1.09 0.54
C -1.92 1.16 -0.87
C -0.46 0.76 -1.04
N 0.37 1.55 -0.14
N 1.61 1.28 0.17
C 2.30 0.35 -0.38
C 3.66 0.16 0.02
C 4.47 -0.79 -0.49
C 5.83 -0.98 -0.09
C 6.75 -1.91 -0.53
C 7.94 -1.65 0.19
C 7.66 -0.60 1.01
O 6.40 -0.19 0.85
H 8.26 -0.08 1.73
H 8.87 -2.18 0.10
H 6.60 -2.66 -1.27
H 4.11 -1.47 -1.25
H 4.03 0.84 0.78
H 1.91 -0.33 -1.15
C -0.28 2.60 0.60
H -0.57 3.40 -0.09
C -1.52 2.08 1.34
H -1.22 1.59 2.27
H -2.16 2.94 1.59
H 0.44 2.99 1.30
H -0.35 -0.30 -0.78
H -0.14 0.90 -2.08
H -2.11 2.15 -1.31
H -2.55 0.43 -1.40
H -3.77 1.07 1.92
H -4.19 1.95 0.43
H -5.61 0.82 -1.04
H -6.63 -1.23 -1.93
H -5.87 -3.44 -1.11
H -4.11 -3.56 0.61
```

max |F|: 0.024 Eh/bohr
energy above the lowest of the compared OMol25 structures with the same formula, charge and spin: 72.0 kcal per mole
gap between HOMO and LUMO: 7.65 eV
structure (SMILES): Clc1ccccc1CN1CCN(/N=C/C=C/c2ccco2)CC1
total charge: 0
E_LUMO: 0.8 eV

# 4
Density functional theory data (ωB97M-V/def2-TZVPD) for a structure of composition C10H10Br4O4Tl.

Structure (XYZ):
```
29
Properties=species:S:1:pos:R:3
Tl 0.27 1.38 -2.37
Br -3.45 -3.67 1.41
C -2.36 -2.84 0.10
C -1.84 -3.56 -0.96
Br -2.24 -5.40 -1.18
C -1.00 -2.91 -1.89
Br -0.20 -3.86 -3.33
C -0.69 -1.54 -1.83
O 0.10 -0.93 -2.66
C -1.27 -0.77 -0.74
O -1.01 0.50 -0.66
C -2.06 -1.46 0.20
Br -2.69 -0.40 1.65
C -0.46 3.41 1.09
O 0.70 3.36 0.27
C 1.82 2.75 0.88
C 1.75 1.26 1.03
O 1.92 0.59 -0.20
C 1.79 -0.82 -0.02
H -0.24 3.92 2.04
H -0.88 2.42 1.28
H -1.21 3.98 0.55
H 1.97 3.19 1.88
H 2.68 3.00 0.26
H 0.79 0.96 1.48
H 2.55 0.96 1.71
H 2.63 -1.20 0.57
H 1.78 -1.29 -1.01
H 0.85 -1.06 0.48
```

max |F|: 0.008 Eh/bohr
gap between HOMO and LUMO: 6.42 eV
total charge: -1
E_LUMO: 2.6 eV

How do the records compare in energy? In the order shown, they have -18108.9442 -7327.6748 -38028.5270 -303587.2586 eV.